The following is a DFT calculation (ωB97M-V/def2-TZVPD) of C25H29F5N4ORhS as an isolated structure.

Structure (ORCA input):
```
! wB97M-V def2-TZVPD RIJCOSX def2/J DEFGRID3
* xyz 1 1
Rh 0.18 -0.48 -0.54
F -4.81 -2.17 -4.44
C -3.96 -1.40 -3.77
C -3.21 -1.94 -2.75
F -3.32 -3.22 -2.43
C -2.33 -1.11 -2.08
F -1.56 -1.70 -1.09
C -2.14 0.23 -2.38
S -1.02 1.25 -1.49
C -2.90 0.72 -3.43
F -2.77 2.00 -3.80
C -3.80 -0.08 -4.11
F -4.52 0.43 -5.11
C -1.51 0.72 3.76
C -0.63 0.03 2.75
O -0.99 -0.15 1.59
N 0.57 -0.38 3.22
C 1.60 -0.99 2.40
C 1.21 -2.31 1.80
C 1.30 -3.47 2.54
C 0.85 -4.66 2.00
C 0.30 -4.65 0.73
C 0.26 -3.46 0.04
N 0.71 -2.31 0.55
H -2.50 0.87 3.33
H -1.08 1.68 4.02
H -1.61 0.13 4.68
H 0.72 -0.33 4.21
H 2.47 -1.13 3.04
H 1.88 -0.32 1.60
H 1.73 -3.43 3.53
H 0.91 -5.58 2.57
H -0.08 -5.55 0.27
H -0.15 -3.42 -0.96
C 1.03 -1.28 -2.22
C 1.80 -0.16 -2.80
C 2.99 0.21 -2.18
C 3.67 1.36 -2.55
C 3.17 2.15 -3.58
C 2.02 1.76 -4.25
C 1.34 0.61 -3.86
H 1.70 -2.06 -1.88
H 0.21 -1.65 -2.84
H 3.41 -0.44 -1.41
H 4.60 1.63 -2.06
H 3.70 3.04 -3.89
H 1.64 2.36 -5.07
H 0.44 0.31 -4.39
C 1.15 4.20 -0.46
C 1.13 3.62 0.95
C 2.51 3.74 1.60
C 0.10 4.36 1.79
N 0.71 2.19 0.99
N 1.42 1.36 0.07
H 1.36 5.27 -0.42
H 0.18 4.06 -0.96
H 1.93 3.75 -1.09
H 2.83 4.78 1.62
H 3.27 3.19 1.03
H 2.49 3.35 2.62
H 0.34 5.42 1.86
H 0.06 3.95 2.81
H -0.90 4.27 1.35
H -0.28 2.13 0.74
H 2.34 1.19 0.45
H 1.56 1.80 -0.84
*
```

Computed properties:
E_LUMO: -3.6 eV
HOMO level: -10.71 eV
Kohn-Sham gap: 7.1 eV
Maximum force: 0.027 hartree/bohr
Energy relative to the best compared isomer or geometry (same formula, charge and spin): 29.4 kcal per mole